Entry 1:
{"formula": "C33H39N6OPSi", "method": "ωB97M-V/def2-TZVPD", "e_tot_ha": -2315.5104, "homo_lumo_gap_ev": 8.71, "total_charge": 0, "e_homo_ha": -0.2896, "smiles": "CC[Si@H](c1ccccc1)P(N)O.c1ccncc1.c1ccncc1.c1ccncc1.c1ccncc1.c1ccncc1", "species": ["C", "C", "Si", "C", "C", "C", "C", "C", "C", "P", "N", "O", "H", "H", "H", "H", "H", "H", "H", "H", "H", "H", "H", "H", "H", "H", "N", "C", "C", "C", "C", "C", "H", "H", "H", "H", "H", "N", "C", "C", "C", "C", "C", "H", "H", "H", "H", "H", "N", "C", "C", "C", "C", "C", "H", "H", "H", "H", "H", "N", "C", "C", "C", "C", "C", "H", "H", "H", "H", "H", "N", "C", "C", "C", "C", "C", "H", "H", "H", "H", "H"], "xyz": [[-1.907317, -4.984998, -1.792208], [-0.525177, -4.395788, -2.104501], [0.413979, -3.770628, -0.606104], [-0.546952, -2.558893, 0.444328], [-0.491598, -2.643467, 1.843028], [-1.162791, -1.700562, 2.618669], [-1.870372, -0.683146, 1.997333], [-1.940946, -0.589620, 0.608204], [-1.275170, -1.535524, -0.162565], [2.170142, -2.553224, -1.327594], [3.332327, -2.771259, -0.053024], [2.792968, -3.376387, -2.628653], [-1.815651, -5.977519, -1.365327], [-2.511021, -4.346909, -1.153534], [-2.462260, -5.112893, -2.720919], [0.087225, -5.183452, -2.542356], [-0.594085, -3.617113, -2.861889], [0.855318, -4.885146, 0.276384], [0.077461, -3.435780, 2.304824], [-1.102287, -1.764364, 3.693327], [-2.368289, 0.056193, 2.607896], [-2.477861, 0.218560, 0.141952], [-1.296503, -1.457430, -1.239715], [3.066953, -3.567828, 0.519814], [3.192214, -1.960132, 0.548002], [2.872514, -2.724741, -3.327477], [4.335864, -0.160427, 2.165018], [4.681292, 0.424288, 3.311814], [5.688984, 1.371139, 3.417708], [6.377688, 1.730056, 2.269106], [6.032369, 1.131526, 1.068075], [5.009468, 0.195942, 1.072599], [4.119980, 0.113812, 4.186515], [5.930239, 1.810712, 4.376765], [7.171827, 2.464584, 2.311332], [6.541974, 1.381595, 0.147911], [4.698722, -0.292584, 0.154784], [7.793824, 0.777933, 6.327255], [8.793158, 1.055965, 7.162494], [9.941817, 0.286643, 7.268471], [10.059999, -0.834964, 6.463350], [9.029469, -1.139400, 5.589192], [7.923629, -0.303534, 5.560989], [8.661267, 1.940571, 7.775830], [10.722473, 0.561714, 7.964187], [10.941382, -1.461146, 6.516235], [9.079027, -2.004123, 4.942076], [7.095384, -0.502945, 4.890363], [-4.987382, 0.685631, -0.736109], [-5.303569, 1.492081, -1.747800], [-5.992613, 1.078585, -2.877621], [-6.375337, -0.248780, -2.964288], [-6.053886, -1.103310, -1.922065], [-5.362866, -0.588665, -0.835847], [-4.984688, 2.523555, -1.641657], [-6.228853, 1.777156, -3.666004], [-6.917141, -0.608901, -3.829352], [-6.332091, -2.148131, -1.947839], [-5.091217, -1.223590, 0.000991], [-0.053581, 2.035173, -0.854071], [-0.118232, 3.357200, -0.707478], [0.690934, 4.076149, 0.159227], [1.619606, 3.382856, 0.919520], [1.700656, 2.007199, 0.780874], [0.845808, 1.384474, -0.117297], [-0.859791, 3.861924, -1.317813], [0.593408, 5.150615, 0.235513], [2.269015, 3.906579, 1.609960], [2.407846, 1.424312, 1.355992], [0.878138, 0.308838, -0.256506], [-8.744321, 2.337561, -4.894901], [-7.988637, 3.273542, -5.466845], [-8.358922, 3.975057, -6.603823], [-9.583079, 3.686832, -7.184201], [-10.382255, 2.715620, -6.604136], [-9.918830, 2.075267, -5.464902], [-7.036728, 3.471425, -4.985346], [-7.703300, 4.726535, -7.021563], [-9.909060, 4.210959, -8.073365], [-11.345313, 2.458670, -7.023053], [-10.516376, 1.312280, -4.978163]], "forces_ev_per_angstrom": [[0.02, 0.10, -0.59], [-0.13, -0.27, 0.36], [0.08, -0.12, -0.27], [0.22, -0.42, 0.11], [-0.34, 0.48, -0.41], [0.32, -0.29, -0.35], [-0.13, 0.13, -0.07], [0.29, -0.32, 0.26], [-0.07, 0.17, 0.38], [0.15, 0.72, 0.08], [-1.05, -0.03, -0.07], [-0.13, -0.26, 0.29], [-0.02, -0.07, 0.35], [0.00, 0.03, 0.22], [-0.12, -0.03, -0.07], [0.19, 0.01, -0.15], [0.00, 0.20, 0.00], [-0.01, -0.06, 0.02], [0.05, -0.10, 0.14], [-0.08, 0.08, 0.17], [-0.09, 0.09, 0.01], [-0.15, 0.12, -0.06], [-0.05, 0.04, -0.18], [0.40, -0.13, 0.04], [0.47, 0.06, 0.10], [0.18, -0.02, -0.21], [0.04, 0.01, -0.03], [-0.06, -0.05, 0.01], [-0.01, 0.06, 0.00], [0.02, 0.01, -0.01], [0.01, 0.01, 0.09], [-0.12, -0.07, -0.12], [0.02, 0.04, 0.02], [0.01, -0.04, 0.02], [0.00, 0.00, 0.01], [-0.02, -0.01, -0.01], [0.10, 0.03, -0.04], [0.05, -0.02, -0.03], [-0.07, 0.05, 0.00], [-0.01, -0.02, -0.02], [0.03, -0.02, 0.00], [0.03, 0.02, 0.04], [-0.09, 0.03, -0.01], [0.04, -0.01, 0.02], [-0.01, 0.01, 0.01], [0.00, 0.00, 0.00], [-0.02, 0.00, -0.01], [0.04, -0.06, -0.03], [-0.04, -0.05, -0.08], [0.06, 0.04, 0.06], [0.03, -0.02, 0.04], [-0.02, -0.04, -0.03], [0.00, 0.02, -0.03], [0.06, 0.05, 0.11], [-0.02, 0.01, -0.04], [-0.04, 0.01, 0.00], [-0.01, 0.02, 0.00], [0.01, -0.01, 0.02], [0.00, -0.04, -0.03], [0.04, 0.04, 0.04], [-0.05, -0.05, -0.04], [0.02, -0.01, 0.01], [0.01, 0.02, 0.02], [0.01, 0.03, 0.02], [-0.05, -0.09, -0.06], [0.01, 0.04, 0.02], [-0.02, 0.00, -0.01], [0.00, 0.00, 0.00], [-0.03, -0.02, -0.02], [0.04, 0.01, 0.03], [0.04, 0.06, -0.11], [-0.01, -0.05, 0.07], [-0.01, -0.01, -0.01], [-0.02, 0.02, -0.03], [0.02, 0.02, 0.00], [0.01, -0.06, 0.09], [0.01, 0.05, -0.03], [0.02, 0.00, 0.01], [0.00, 0.00, 0.00], [-0.01, -0.01, 0.01], [-0.03, 0.00, -0.03]], "lowdin_charge": [-0.167, -0.381, 0.538, -0.352, -0.110, -0.087, -0.081, -0.092, -0.121, 0.668, -0.219, -0.377, 0.064, 0.056, 0.063, 0.063, 0.065, -0.012, 0.086, 0.097, 0.102, 0.083, 0.105, -0.001, -0.025, 0.013, 0.047, -0.159, -0.088, -0.072, -0.064, -0.165, 0.107, 0.094, 0.107, 0.103, 0.091, 0.054, -0.156, -0.075, -0.081, -0.068, -0.154, 0.102, 0.100, 0.105, 0.103, 0.089, 0.051, -0.149, -0.069, -0.076, -0.073, -0.161, 0.102, 0.070, 0.104, 0.099, 0.102, 0.062, -0.161, -0.080, -0.080, -0.060, -0.150, 0.099, 0.097, 0.103, 0.078, 0.073, 0.057, -0.159, -0.072, -0.081, -0.073, -0.153, 0.094, 0.102, 0.105, 0.101, 0.103]}

Entry 2:
{"formula": "C3H10N3O", "method": "ωB97M-V/def2-TZVPD", "e_tot_ha": -359.5626, "homo_lumo_gap_ev": 11.19, "total_charge": 1, "e_above_lowest_kcal_mol": 48.5, "e_homo_ha": -0.5320, "smiles": "C[C@@](N)([NH3+])C(N)=O", "species": ["C", "C", "C", "N", "N", "N", "O", "H", "H", "H", "H", "H", "H", "H", "H", "H", "H"], "xyz": [[-1.504137, 0.036892, 0.085011], [0.811029, -0.307913, -1.240073], [0.024807, 0.075127, 0.085439], [-2.190589, -1.099091, 0.065184], [0.551619, -0.697625, 1.160203], [0.277562, 1.586639, 0.397042], [-2.113941, 1.089014, -0.090435], [1.839274, -0.199929, -1.020246], [0.559294, 0.266939, -2.119530], [0.466086, -1.192331, -1.683978], [-1.944519, -2.055638, 0.227872], [-3.145000, -1.148058, -0.094897], [1.493711, -1.015980, 1.079759], [0.230684, -0.272837, 2.017933], [0.422111, 2.004184, 1.380891], [-0.666376, 1.854955, 0.097289], [1.096282, 1.984465, -0.016928]], "forces_ev_per_angstrom": [[-1.58, -0.06, -1.63], [-2.25, 1.87, 0.68], [2.50, -1.03, 0.83], [1.54, -1.67, 0.50], [-1.60, 0.17, -0.53], [0.53, 0.66, 1.79], [0.69, 0.61, 0.40], [1.11, -0.41, 0.01], [-0.03, 1.37, 0.17], [0.03, -2.17, 0.46], [1.59, -0.01, 0.29], [-2.19, 1.27, -0.41], [0.45, 0.08, 0.27], [0.62, -0.73, 0.53], [-0.80, -1.82, -1.17], [-0.83, 1.67, -0.76], [0.23, 0.19, -1.46]], "lowdin_charge": [-0.443, 0.044, -0.410, 0.240, 0.109, 0.219, 0.077, 0.082, 0.099, 0.081, 0.131, 0.110, 0.097, 0.107, 0.213, 0.097, 0.148]}

Entry 3:
{"formula": "C19H57AgBF4N9O8", "method": "ωB97M-V/def2-TZVPD", "e_tot_ha": -2424.0491, "homo_lumo_gap_ev": 3.69, "total_charge": 0, "e_homo_ha": -0.3219, "species": ["Ag", "B", "F", "F", "F", "F", "C", "C", "C", "O", "C", "N", "H", "H", "H", "H", "H", "H", "H", "H", "H", "H", "H", "C", "C", "C", "O", "C", "N", "H", "H", "H", "H", "H", "H", "H", "H", "H", "H", "H", "C", "C", "C", "O", "C", "N", "H", "H", "H", "H", "H", "H", "H", "H", "H", "H", "H", "C", "C", "O", "H", "H", "H", "H", "H", "H", "C", "C", "O", "H", "H", "H", "H", "H", "H", "C", "O", "N", "N", "H", "H", "H", "H", "C", "O", "N", "N", "H", "H", "H", "H", "C", "O", "N", "N", "H", "H", "H", "H"], "xyz": [[1.296625, 0.956302, 6.719138], [-0.861444, 0.328508, 1.424047], [-2.027168, 1.057694, 1.476948], [-0.168910, 0.350382, 0.216327], [-0.115966, 0.884498, 2.411084], [-1.108307, -0.994093, 1.787055], [4.365059, -7.235876, -2.638388], [5.227034, -6.053685, -3.285523], [5.944953, -5.204057, -2.250527], [5.104781, -4.428309, -1.338545], [4.452676, -3.268123, -1.912087], [6.122724, -6.603613, -4.334208], [3.906814, -7.781967, -3.462943], [3.590173, -6.850437, -1.975742], [4.987539, -7.890171, -2.028057], [4.612088, -5.378378, -3.880441], [6.575463, -4.453634, -2.727396], [6.732511, -5.825003, -1.823583], [3.882510, -2.799580, -1.109918], [3.861648, -3.551665, -2.782949], [5.133606, -2.590523, -2.427145], [6.084921, -7.612905, -4.335620], [6.032966, -6.226045, -5.266665], [-7.105996, -7.415127, 0.004603], [-7.675151, -6.013182, -0.268156], [-6.591586, -5.233597, -1.008752], [-6.966384, -3.810829, -0.967524], [-5.860231, -3.065309, -1.327727], [-8.814996, -5.936493, -1.069708], [-7.015823, -7.815561, -1.005167], [-7.873767, -8.013173, 0.495478], [-6.138755, -7.369810, 0.505094], [-7.880241, -5.468979, 0.653742], [-6.394831, -5.519218, -2.042100], [-5.591239, -5.222587, -0.575987], [-5.269221, -3.487684, -2.140377], [-5.265738, -2.834260, -0.443815], [-6.251422, -2.139605, -1.749804], [-9.530858, -6.345322, -0.486183], [-8.889674, -6.578419, -1.845889], [3.542138, 5.779129, -2.777118], [4.448610, 5.512223, -1.565105], [5.266412, 6.763000, -1.079785], [4.457886, 7.830679, -0.827081], [4.999380, 9.087543, -0.416151], [3.621510, 4.976374, -0.473211], [2.573865, 6.212755, -2.527043], [3.282911, 4.814989, -3.214531], [3.961388, 6.485735, -3.493385], [5.288025, 4.851271, -1.781008], [5.878916, 7.105914, -1.913667], [5.826779, 6.473827, -0.190713], [5.429583, 9.003795, 0.581853], [4.293450, 9.909864, -0.299664], [5.793582, 9.426333, -1.081405], [3.220693, 5.834069, -0.121350], [2.889242, 4.437963, -0.913666], [-5.685217, 3.743621, -4.004757], [-4.367513, 4.108379, -3.324847], [-3.605637, 2.891177, -3.479452], [-5.595108, 3.311179, -5.001228], [-6.187939, 4.707625, -4.082655], [-6.236404, 3.148174, -3.276928], [-4.509026, 4.293630, -2.260073], [-3.784585, 4.954936, -3.687665], [-3.487381, 2.409184, -2.657685], [7.119033, 2.506554, 5.523440], [6.200592, 1.879783, 4.471521], [4.947166, 2.463677, 4.729029], [7.920358, 1.831316, 5.823512], [6.702508, 2.756899, 6.499117], [7.499887, 3.488584, 5.242993], [6.312797, 0.795786, 4.493153], [6.568409, 2.174633, 3.488722], [4.760201, 2.829277, 3.861287], [-0.582759, 7.212437, 1.670533], [0.003795, 6.986087, 2.676052], [-1.400962, 6.492433, 1.072685], [-0.418273, 8.250295, 0.961629], [-1.784964, 5.606031, 1.367532], [-1.726732, 7.012683, 0.270631], [0.153926, 8.966287, 1.385947], [-0.806696, 8.468016, 0.055094], [0.735337, -6.501667, 2.330150], [1.576059, -7.315516, 2.677235], [-0.527226, -6.744329, 2.325689], [1.064227, -5.317582, 2.021106], [-1.112321, -5.923475, 2.388692], [-0.738581, -7.630041, 2.762656], [0.499940, -4.487770, 1.906715], [2.064273, -5.222329, 1.916538], [-6.770263, 0.390957, 3.788051], [-7.793590, -0.079600, 4.276949], [-5.519128, -0.122330, 3.936229], [-6.825070, 1.526493, 3.138049], [-5.377651, -0.753940, 4.711570], [-4.812091, 0.274175, 3.333739], [-5.978731, 1.888277, 2.722180], [-7.785414, 1.664367, 2.857301]], "forces_ev_per_angstrom": [[0.02, 0.07, -0.47], [0.02, -0.68, -0.24], [-1.71, 0.54, -0.98], [-0.25, 0.25, -0.41], [2.30, 0.99, 2.03], [-0.37, -1.12, 0.02], [0.66, 1.61, -0.66], [-1.21, -0.78, -0.79], [0.39, 1.45, -0.44], [0.31, -0.77, -0.36], [0.72, -1.32, -0.71], [0.61, -0.24, 1.25], [-0.05, -0.14, 0.17], [0.00, 0.11, -0.10], [0.20, -0.05, -0.19], [-0.79, 0.01, 0.49], [-0.06, 0.13, -0.73], [-0.54, -0.11, 1.28], [0.07, -0.03, -0.31], [-0.85, -0.29, 0.38], [0.68, 0.36, 0.71], [0.12, 0.12, -0.25], [-0.28, -0.03, 0.29], [-0.98, 0.51, -0.74], [3.36, 0.27, -0.08], [0.11, 2.38, 0.85], [-0.27, -2.24, -0.43], [-0.20, 1.46, -0.37], [-3.02, -0.67, -0.05], [0.46, -0.48, 0.04], [0.33, -0.17, 0.38], [-0.22, -0.27, 0.13], [0.06, 0.00, 0.07], [-0.62, -0.32, -0.31], [0.04, -0.68, 0.66], [0.24, -0.39, 0.10], [0.46, -0.02, -0.09], [0.14, 0.32, 0.19], [-0.88, 0.40, 0.18], [0.96, -0.07, -0.54], [0.27, 0.08, -0.08], [0.26, 1.31, 0.35], [-0.01, -0.78, -0.93], [-2.78, 2.36, 0.85], [0.87, -0.86, 0.41], [1.03, 0.43, -0.12], [0.12, 0.14, 0.59], [0.24, 0.05, -0.43], [0.27, -0.37, -0.30], [-0.30, -0.52, -0.40], [0.89, -0.63, -0.09], [0.42, -0.08, 0.03], [0.30, -0.24, 0.18], [-0.66, -0.59, -0.56], [0.09, -0.06, -0.27], [-0.72, -0.14, 0.52], [-0.29, -0.11, 0.29], [0.00, 2.13, 0.81], [0.26, -2.22, 0.08], [0.85, 0.28, -0.07], [0.21, -0.13, 0.34], [-0.71, -0.03, -0.30], [-0.11, -0.32, -0.51], [-0.29, 0.13, 0.07], [-0.18, -0.10, -0.56], [-0.02, 0.25, 0.15], [1.01, -0.12, 0.63], [1.95, 0.97, 1.30], [-0.95, -0.50, -1.06], [0.47, 0.14, -0.47], [-1.02, -0.44, -0.13], [0.30, -0.21, -0.49], [-0.87, -0.20, 0.25], [-0.06, 0.01, -0.12], [-0.99, 0.30, 0.14], [2.10, -0.60, 2.76], [1.76, -0.65, 3.64], [-5.97, -5.33, -3.77], [2.82, 8.08, -2.58], [0.26, 0.30, -0.09], [-1.08, -1.70, -0.02], [-0.02, -0.02, -0.36], [0.16, -0.15, 0.44], [2.09, -2.83, 1.72], [0.80, -1.33, -0.10], [-4.37, -1.24, 0.12], [2.92, 5.81, -1.75], [-0.55, -0.70, 0.04], [-0.61, 0.39, 0.01], [-0.10, -0.44, -0.16], [-0.20, 0.43, 0.08], [-0.46, -1.89, 2.12], [0.36, -0.51, 0.11], [-0.10, -0.10, 0.01], [-0.20, 1.79, -1.42], [0.33, 0.07, -0.58], [0.45, -0.59, 0.61], [-0.72, 0.33, -0.38], [0.44, 0.88, -0.54]], "lowdin_charge": [0.993, -1.389, 0.102, 0.104, 0.107, 0.080, -0.036, -0.407, -0.197, -0.202, -0.090, 0.023, 0.066, 0.068, 0.073, 0.116, 0.108, 0.120, 0.091, 0.071, 0.077, 0.055, 0.064, -0.056, -0.482, -0.183, -0.190, -0.160, 0.044, 0.074, 0.072, 0.077, 0.147, 0.125, 0.112, 0.085, 0.092, 0.086, 0.076, 0.081, -0.068, -0.408, -0.238, -0.201, -0.083, 0.037, 0.073, 0.075, 0.073, 0.124, 0.122, 0.124, 0.081, 0.084, 0.083, 0.060, 0.064, -0.093, -0.300, -0.105, 0.078, 0.062, 0.075, 0.102, 0.102, 0.079, -0.099, -0.321, -0.085, 0.066, 0.065, 0.072, 0.106, 0.113, 0.087, -0.903, 0.067, 0.186, 0.150, 0.141, 0.114, 0.127, 0.118, -0.849, 0.016, 0.169, 0.175, 0.115, 0.123, 0.124, 0.126, -0.746, 0.005, 0.154, 0.152, 0.106, 0.098, 0.109, 0.121]}